# 1
The following is a quantum chemistry calculation of a molecular structure, C44H38ClCoNO2PSSbSe in a non-equilibrium geometry, from the OMol25 dataset.

Each line ends with the Mulliken spin population.
Element x y z (Å)
Co  -0.2594  1.8306  1.0677  2.7674
N  -1.3203  2.1391  2.8660  0.0710
C  -0.8285  1.9284  4.1764  -0.0034
C  -1.4315  2.5766  5.2482  0.0049
C  -0.9284  2.3963  6.5394  0.0005
C  0.1865  1.6011  6.7398  0.0026
C  0.7935  0.9802  5.6636  -0.0053
C  0.2780  1.0978  4.3778  -0.0044
P  1.0711  0.4580  2.8847  0.0117
C  0.4108  -1.2351  2.6985  -0.0388
C  0.3551  -1.7039  1.3717  0.0220
C  -0.3028  -2.8743  1.0831  0.0055
C  -0.8811  -3.6400  2.0993  0.0012
C  -0.8110  -3.2174  3.4357  0.0002
C  -0.1389  -2.0146  3.7122  -0.0046
C  2.8396  0.2974  3.4127  0.0151
C  3.5119  -0.9078  3.4949  0.0016
C  4.8846  -0.9501  3.7858  -0.0015
C  5.5650  0.2517  4.0053  0.0036
C  4.9143  1.4830  3.9209  -0.0028
C  3.5588  1.4938  3.6156  0.0090
H  -2.0017  1.4113  2.6050  -0.0085
H  -1.8376  3.0187  2.8143  -0.0020
H  -2.3095  3.1824  5.0557  0.0006
H  -1.4239  2.8796  7.3756  -0.0001
H  0.5737  1.4791  7.7394  0.0001
H  1.6867  0.4104  5.8467  0.0005
H  0.7818  -1.1325  0.5851  -0.0075
H  -0.3941  -3.2034  0.0575  0.0003
H  -1.4606  -4.4952  1.8213  0.0002
H  -1.2987  -3.7921  4.2137  0.0001
H  -0.1042  -1.6282  4.7429  0.0006
H  2.9521  -1.8199  3.3567  0.0014
H  5.3823  -1.8944  3.8328  -0.0002
H  6.6253  0.2227  4.2009  0.0003
H  5.4415  2.4339  4.1017  0.0000
H  3.0474  2.4402  3.5190  -0.0012
Cl  -5.0508  2.7874  1.9098  0.0007
C  -4.4055  2.1486  0.3665  0.0055
C  -2.9823  1.6148  0.5294  -0.0243
O  -2.8072  0.4340  0.8883  0.0052
O  -2.0286  2.4348  0.2933  0.0424
H  -4.3994  2.9815  -0.3100  -0.0003
H  -5.0811  1.3749  0.0586  0.0003
Se  3.2782  2.0530  0.0216  0.0036
C  3.5265  0.3603  -0.8427  0.0035
C  4.1215  -0.6403  -0.0761  0.0005
C  4.5719  -1.7899  -0.6827  0.0008
C  4.4148  -1.9676  -2.0390  0.0002
C  3.7824  -0.9993  -2.8040  -0.0002
C  3.3619  0.1922  -2.2152  0.0014
H  4.2827  -0.4953  0.9883  -0.0007
H  5.0649  -2.5314  -0.0526  0.0000
H  4.7487  -2.8568  -2.5875  0.0000
H  3.6575  -1.1284  -3.8590  -0.0001
H  2.9073  0.9875  -2.8117  0.0003
S  1.1989  2.7306  -0.3477  0.1135
Sb  -1.0426  -0.0619  -2.1395  0.0065
C  -2.7887  0.8853  -2.9308  0.0017
C  -3.7408  0.2678  -3.7495  0.0002
C  -4.8236  0.9483  -4.3169  0.0000
C  -4.9740  2.2987  -4.0935  -0.0001
C  -4.0580  2.9439  -3.2935  -0.0006
C  -2.9835  2.2633  -2.7026  0.0001
C  0.1605  0.4124  -3.8658  -0.0032
C  0.3570  1.7822  -3.9656  0.0041
C  1.2367  2.3168  -4.8988  -0.0033
C  1.9572  1.4715  -5.7348  0.0001
C  1.7388  0.1007  -5.6478  0.0002
C  0.8535  -0.4186  -4.7249  0.0000
C  -1.7560  -2.0591  -2.4427  -0.0011
C  -3.0127  -2.3779  -1.8820  -0.0003
C  -3.6001  -3.6265  -2.0140  0.0000
C  -2.9247  -4.6628  -2.6660  0.0000
C  -1.6587  -4.3871  -3.1931  0.0000
C  -1.0891  -3.1241  -3.0593  0.0005
H  -3.6156  -0.7855  -3.9647  -0.0001
H  -5.4889  0.3913  -4.9403  0.0000
H  -5.7667  2.8639  -4.5253  0.0000
H  -4.2177  3.9920  -3.0857  0.0000
H  -2.3158  2.8658  -2.0991  -0.0021
H  -0.1187  2.4846  -3.2626  0.0057
H  1.4315  3.3885  -4.9256  -0.0007
H  2.6583  1.8549  -6.4554  0.0000
H  2.3078  -0.5362  -6.3149  0.0000
H  0.7470  -1.4882  -4.6775  -0.0001
H  -3.5996  -1.5764  -1.4145  -0.0001
H  -4.5999  -3.8167  -1.6295  0.0000
H  -3.3421  -5.6432  -2.7358  0.0000
H  -1.1229  -5.1747  -3.6736  0.0000
H  -0.0983  -2.9867  -3.4695  0.0000

Values from the calculation:
Spin multiplicity: 4
Total charge: 0
HOMO-LUMO gap (spin up / spin down) in eV: 7.59 / 7.58

=====

# 2
The following is a quantum chemistry calculation of a molecular structure, C44H39ClF5IN5OSY, from the OMol25 dataset.

Each line ends with the Löwdin charge.
Element x y z (Å)
Y  0.5654  -1.9883  1.8643  1.1680
I  -1.6105  -0.0418  3.2820  1.0259
C  -3.0382  -0.5719  1.8229  -0.5801
C  -4.3264  -0.1838  2.0643  -0.1678
C  -5.3218  -0.4458  1.1022  -0.0922
C  -4.9854  -1.0476  -0.0772  -0.0365
C  -3.6508  -1.4474  -0.3356  -0.1701
C  -3.3098  -2.0573  -1.5715  -0.0446
C  -2.0258  -2.4420  -1.8199  -0.0836
C  -1.0378  -2.2527  -0.8228  -0.1490
C  -1.2918  -1.7094  0.4213  -0.2717
C  -2.6334  -1.2503  0.6390  -0.2624
H  -4.5899  0.3246  2.9826  0.0861
H  -6.3446  -0.1535  1.3058  0.1085
H  -5.7389  -1.2388  -0.8329  0.1120
H  -4.0913  -2.2102  -2.3071  0.1093
H  -1.7633  -2.9016  -2.7651  0.1011
H  -0.0324  -2.6011  -1.0759  0.0706
C  2.9502  -3.2263  -0.5094  -0.1764
N  2.6343  -2.5979  0.7710  -0.1017
C  3.6282  -2.3824  1.5757  -0.0990
C  3.4804  -1.7908  2.8555  -0.3523
C  4.4746  -1.4757  3.7870  -0.0485
C  3.8228  -0.8894  4.8693  -0.0896
C  2.4657  -0.8761  4.5467  -0.1659
N  2.2392  -1.4116  3.3354  -0.1032
C  3.7158  -2.3417  -1.4749  -0.2101
C  4.4051  -2.9323  -2.5312  -0.0478
C  5.1029  -2.1578  -3.4436  -0.0847
C  5.1292  -0.7765  -3.3068  -0.0912
C  4.4491  -0.1815  -2.2570  -0.0814
C  3.7419  -0.9583  -1.3484  -0.0398
H  2.0119  -3.5383  -0.9738  0.1038
H  3.5214  -4.1458  -0.3443  0.1250
H  4.6423  -2.6587  1.2749  0.1472
H  5.5320  -1.6624  3.6751  0.1033
H  4.2666  -0.5260  5.7822  0.0908
H  1.6445  -0.5181  5.1511  0.1016
H  4.3992  -4.0121  -2.6349  0.1139
H  5.6362  -2.6338  -4.2568  0.1026
H  5.6843  -0.1700  -4.0111  0.1012
H  4.4701  0.8940  -2.1356  0.1014
H  3.2154  -0.4840  -0.5311  0.0831
F  0.4188  -9.0762  2.8431  0.1226
C  0.1554  -7.7912  3.0760  -0.1463
C  0.5868  -6.8170  2.1952  -0.1503
F  1.2731  -7.1496  1.0995  0.1178
C  0.2966  -5.4981  2.4694  -0.2243
F  0.7450  -4.5762  1.5742  -0.0057
C  -0.4082  -5.0614  3.5802  -0.5574
S  -0.7761  -3.3802  3.8664  0.5232
C  -0.8259  -6.0754  4.4446  -0.2455
F  -1.5146  -5.7699  5.5420  0.0907
C  -0.5542  -7.4104  4.2043  -0.1446
F  -0.9736  -8.3437  5.0563  0.1252
C  0.2445  3.5246  -4.2372  -0.0395
C  0.1824  2.8413  -2.8598  -0.4872
C  1.4400  1.9717  -2.7327  -0.0377
C  -1.0300  1.9055  -2.8445  -0.0208
C  0.1410  3.9108  -1.7106  -0.4276
O  1.4607  4.4062  -1.5055  -0.0103
C  -0.7357  5.1630  -1.9742  -0.1069
C  -2.2606  5.0521  -2.1709  -0.1241
C  -3.0439  4.7366  -0.9127  -0.2435
C  -3.7958  3.5727  -0.8052  -0.0441
C  -4.4987  3.2640  0.3495  -0.0937
C  -4.4714  4.1479  1.4084  -0.6619
Cl  -5.3838  3.7948  2.8455  0.6653
C  -3.7478  5.3346  1.3295  -0.0887
C  -3.0413  5.6193  0.1680  -0.0345
C  -0.2711  3.3751  -0.3389  -0.0396
N  0.4773  2.2938  0.2568  -0.0848
C  0.0965  1.0331  0.3136  -0.2106
N  0.9838  0.3241  0.9707  -0.0161
C  1.9291  1.2444  1.3286  -0.1795
N  1.6590  2.4586  0.9008  0.1586
H  0.4067  2.7672  -5.0052  0.0897
H  1.0744  4.2333  -4.3124  0.0886
H  -0.6768  4.0517  -4.4867  0.0825
H  1.4868  1.2855  -3.5810  0.0939
H  1.4488  1.3620  -1.8278  0.0690
H  2.3427  2.5794  -2.7323  0.0854
H  -0.9805  1.2446  -3.7124  0.0974
H  -1.9763  2.4371  -2.8937  0.0598
H  -1.0483  1.2627  -1.9625  0.0648
H  1.7465  4.8601  -2.3062  0.0978
H  -0.3223  5.6635  -2.8518  0.1142
H  -0.5256  5.8446  -1.1457  0.1206
H  -2.5202  4.3503  -2.9627  0.0966
H  -2.5864  6.0299  -2.5352  0.1238
H  -3.8350  2.8803  -1.6378  0.1114
H  -5.0672  2.3456  0.4250  0.0943
H  -3.7499  6.0227  2.1638  0.1063
H  -2.4860  6.5485  0.1033  0.1197
H  -1.2967  3.0256  -0.3761  0.1209
H  -0.2167  4.2032  0.3662  0.1481
H  -0.8202  0.6503  -0.1063  0.1146
H  2.8082  0.9996  1.9055  0.1166

Values from the calculation:
Total charge: 0
HOMO-LUMO gap in eV: 7.80

=====

# 3
The following is a quantum chemistry calculation of a molecular structure, C44H39GaN2O3P2S, from the OMol25 dataset.

Each line ends with the Löwdin charge.
Element x y z (Å)
Ga  -0.5891  -1.1128  1.6335  0.7435
C  -1.0337  1.5809  -1.6983  -0.3551
C  0.4244  1.3481  -1.2070  -0.3936
P  0.6828  2.1615  0.4390  0.9695
C  1.5010  3.7564  0.0748  -0.3967
C  1.3622  4.7349  1.0605  -0.0959
C  1.9662  5.9761  0.9201  -0.0534
C  2.7193  6.2552  -0.2133  -0.0536
C  2.8554  5.2949  -1.2090  -0.0667
C  2.2526  4.0512  -1.0634  -0.1046
C  2.3744  1.3145  0.8151  -0.4508
C  3.6094  1.2991  -0.0985  -0.2509
C  5.2484  0.8239  1.1424  -0.1466
C  5.0199  1.0664  2.5919  0.0070
C  3.7927  1.1227  3.0732  -0.0285
C  2.5957  0.9371  2.2149  -0.3439
P  -1.8754  2.7571  -0.5469  1.0226
C  -3.1416  3.5617  -1.5843  -0.3740
C  -4.4808  3.6385  -1.2142  -0.0887
C  -5.3907  4.3226  -2.0122  -0.0657
C  -4.9733  4.9360  -3.1837  -0.0687
C  -3.6348  4.8841  -3.5492  -0.0731
C  -2.7250  4.2090  -2.7503  -0.1130
C  -2.8023  1.6092  0.5312  -0.4181
C  -2.7014  1.7539  1.9123  -0.1370
C  -3.3844  0.8976  2.7688  -0.0856
C  -4.1809  -0.1122  2.2465  -0.0830
C  -4.2988  -0.2613  0.8673  -0.0925
C  -3.6119  0.5932  0.0161  -0.0922
H  -1.5809  0.6419  -1.7581  0.0735
H  -1.0335  2.0191  -2.6941  0.0745
H  1.1282  1.7326  -1.9452  0.0582
H  0.6321  0.2831  -1.0875  0.0614
H  0.7546  4.5278  1.9354  0.1042
H  1.8361  6.7299  1.6861  0.1166
H  3.1839  7.2263  -0.3297  0.1166
H  3.4111  5.5238  -2.1104  0.1110
H  2.3301  3.3416  -1.8816  0.0895
H  3.3190  1.3987  -1.1418  0.1481
H  6.2637  0.4821  0.9541  0.1618
H  5.8868  1.1932  3.2287  0.1359
H  3.6037  1.2680  4.1297  0.1346
H  1.6518  0.9132  2.7541  0.0942
H  -4.8244  3.1730  -0.2991  0.1024
H  -6.4304  4.3740  -1.7149  0.1117
H  -5.6868  5.4602  -3.8068  0.1120
H  -3.2990  5.3771  -4.4529  0.1100
H  -1.6772  4.2047  -3.0338  0.0969
H  -2.0784  2.5421  2.3205  0.0988
H  -3.3040  1.0248  3.8417  0.1145
H  -4.7265  -0.7715  2.9116  0.1195
H  -4.9440  -1.0287  0.4571  0.1181
H  -3.7212  0.4785  -1.0569  0.1193
O  -2.1967  -2.3894  1.2160  -0.1332
C  -1.8631  -3.8176  1.1059  -0.2785
C  -0.3501  -3.8522  0.8434  -0.5275
O  0.2123  -4.8431  0.4696  0.1367
O  0.2684  -2.7112  1.1394  -0.2098
C  -2.0897  -4.4983  2.4591  -0.1530
C  -2.2413  -5.8783  2.5193  -0.0092
C  -2.3851  -6.5131  3.7445  -0.0480
C  -2.3820  -5.7768  4.9216  -0.0675
C  -2.2230  -4.4020  4.8687  -0.0638
C  -2.0737  -3.7666  3.6411  -0.0282
C  -2.7106  -4.3843  -0.0150  -0.1548
C  -2.2086  -4.6461  -1.2843  -0.0065
C  -3.0605  -5.0744  -2.2945  -0.0571
C  -4.4159  -5.2361  -2.0501  -0.0662
C  -4.9259  -4.9712  -0.7852  -0.0578
C  -4.0746  -4.5534  0.2260  -0.0344
H  -3.1571  -2.2764  1.2359  0.0897
H  -2.2320  -6.4608  1.6053  0.1330
H  -2.5043  -7.5886  3.7781  0.1140
H  -2.5056  -6.2737  5.8751  0.1114
H  -2.2196  -3.8205  5.7818  0.1086
H  -1.9671  -2.6891  3.6195  0.0880
H  -1.1508  -4.5477  -1.4837  0.1130
H  -2.6584  -5.2900  -3.2769  0.1106
H  -5.0732  -5.5782  -2.8393  0.1114
H  -5.9802  -5.1075  -0.5822  0.1117
H  -4.4733  -4.3848  1.2220  0.1279
S  2.5924  -0.6155  1.1222  1.2077
C  4.1748  -0.0200  0.3692  -0.4432
N  4.7819  -0.8568  -0.6576  0.1531
C  5.5820  -0.3619  -1.5433  0.0292
C  5.9925  1.0158  -1.6824  0.0086
C  5.6761  2.0625  -0.8882  0.0047
N  4.8655  2.0379  0.2883  0.0541
H  4.6260  -1.8621  -0.6550  0.1903
H  5.9783  -1.0835  -2.2535  0.1655
H  6.6382  1.2078  -2.5290  0.1288
H  6.0586  3.0433  -1.1580  0.1463

Values from the calculation:
Total charge: +2
HOMO-LUMO gap in eV: 4.37

=====

Here are the calculated energy relative to the best compared isomer or geometry (same formula, charge and spin) numbers, same order: 0.0 40.2 656.0 (kJ/mol).